C57H133N19O19 | ωB97M-V/def2-TZVPD

Geometry as ORCA input:
```
! wB97M-V def2-TZVPD RIJCOSX def2/J DEFGRID3
* xyz 0 1
C -4.18 -1.42 -6.13
O -3.69 -2.51 -6.20
N -4.39 -0.71 -5.02
C -5.18 0.55 -5.00
C -4.06 -1.30 -3.76
H -4.62 -0.88 -6.94
H -6.19 0.25 -4.61
H -5.19 0.98 -6.00
H -4.66 1.27 -4.30
H -3.78 -2.33 -3.97
H -3.28 -0.65 -3.29
H -4.87 -1.40 -3.08
C 0.31 2.59 -5.38
O 0.21 1.56 -6.08
N -0.66 3.41 -4.93
C -0.46 4.36 -3.86
C -2.03 3.09 -5.41
H 1.34 2.84 -4.95
H -0.60 5.39 -4.15
H 0.58 4.19 -3.55
H -1.02 4.16 -3.01
H -2.69 3.92 -5.45
H -2.00 2.55 -6.34
H -2.45 2.45 -4.59
C 2.06 -4.62 0.74
O 2.95 -3.85 0.48
N 0.93 -4.79 0.11
C 0.15 -5.89 0.58
C 0.47 -4.14 -1.10
H 2.17 -5.33 1.58
H 0.31 -6.78 -0.02
H -0.91 -5.72 0.52
H 0.43 -6.12 1.59
H 0.17 -4.87 -1.86
H -0.49 -3.62 -0.82
H 1.18 -3.37 -1.46
C -6.35 0.07 -0.67
O -7.21 0.90 -0.95
N -5.94 -0.29 0.59
C -4.97 -1.35 0.84
C -6.67 0.32 1.75
H -5.75 -0.48 -1.43
H -4.70 -1.92 -0.07
H -5.21 -2.01 1.70
H -4.00 -0.89 1.22
H -6.02 0.22 2.60
H -7.03 1.30 1.54
H -7.54 -0.26 1.98
C 1.51 -3.98 4.59
O 1.09 -4.38 3.50
N 2.87 -3.97 4.96
C 3.24 -3.91 6.34
C 3.90 -4.44 4.10
H 0.86 -3.49 5.35
H 4.28 -3.66 6.44
H 3.14 -4.85 6.87
H 2.64 -3.15 6.85
H 3.37 -4.67 3.17
H 4.77 -3.76 3.88
H 4.38 -5.33 4.53
C -1.25 -9.88 -5.39
O -1.00 -10.78 -4.58
N -1.46 -8.59 -5.04
C -1.75 -7.52 -5.99
C -1.35 -8.21 -3.62
H -1.37 -10.03 -6.45
H -2.66 -7.06 -5.71
H -1.80 -7.90 -7.01
H -0.96 -6.74 -6.10
H -1.17 -9.15 -3.10
H -0.48 -7.65 -3.47
H -2.26 -7.68 -3.40
C 3.67 2.64 -2.45
O 2.97 2.96 -3.39
N 4.83 3.20 -2.07
C 5.50 2.71 -0.91
C 5.23 4.36 -2.75
H 3.39 1.84 -1.77
H 6.42 2.08 -1.15
H 4.85 2.09 -0.34
H 5.76 3.46 -0.18
H 4.30 4.78 -3.11
H 5.82 5.03 -2.11
H 5.75 4.13 -3.73
C 2.17 -0.39 5.67
O 1.29 -1.09 6.25
N 2.74 0.69 6.14
C 3.75 1.40 5.36
C 2.43 1.14 7.48
H 2.44 -0.79 4.66
H 3.82 0.87 4.41
H 4.71 1.39 5.89
H 3.45 2.47 5.20
H 2.38 0.32 8.19
H 3.29 1.73 7.77
H 1.62 1.81 7.58
C 3.78 0.56 -5.77
O 4.72 0.53 -4.93
N 3.84 0.35 -7.09
C 2.51 0.30 -7.81
C 5.07 -0.21 -7.68
H 2.80 0.81 -5.29
H 1.74 0.77 -7.23
H 2.35 -0.70 -8.18
H 2.60 0.83 -8.75
H 4.79 -1.15 -8.17
H 5.51 0.45 -8.42
H 5.83 -0.42 -6.94
C 4.72 -0.71 -1.99
O 3.82 -0.44 -1.18
N 4.78 -1.88 -2.61
C 5.68 -1.96 -3.76
C 3.72 -2.88 -2.44
H 5.58 -0.03 -2.07
H 6.59 -1.33 -3.62
H 5.25 -1.55 -4.65
H 6.09 -2.95 -3.85
H 2.86 -2.69 -3.09
H 4.19 -3.84 -2.78
H 3.52 -3.04 -1.39
C 0.29 4.16 4.64
O -0.69 3.84 5.30
N 0.51 5.27 3.90
C 1.82 5.33 3.35
C -0.29 6.43 3.75
H 1.10 3.37 4.48
H 2.42 4.55 3.79
H 2.23 6.27 3.68
H 1.79 5.25 2.23
H -1.18 6.33 4.38
H 0.21 7.22 4.27
H -0.45 6.71 2.68
C -3.60 4.97 3.06
O -3.40 5.49 1.99
N -3.84 3.67 3.31
C -4.16 3.20 4.66
C -3.92 2.68 2.26
H -3.63 5.59 3.99
H -5.25 2.93 4.82
H -3.75 3.89 5.39
H -3.61 2.23 4.83
H -4.85 2.10 2.33
H -3.79 3.22 1.29
H -3.15 1.99 2.40
C 0.28 2.63 1.72
O 1.34 2.28 2.19
N 0.11 3.10 0.46
C -1.17 3.78 0.11
C 1.21 3.18 -0.42
H -0.71 2.71 2.21
H -1.07 4.87 -0.03
H -1.92 3.42 0.78
H -1.53 3.47 -0.81
H 0.84 2.96 -1.39
H 1.66 4.20 -0.45
H 2.04 2.48 -0.11
C -4.54 2.99 -1.66
O -3.52 3.00 -2.32
N -5.15 4.09 -1.11
C -6.22 3.93 -0.14
C -4.59 5.45 -1.26
H -4.99 2.07 -1.29
H -6.01 4.60 0.73
H -6.18 2.87 0.23
H -7.22 4.10 -0.46
H -3.53 5.34 -1.65
H -5.18 6.02 -1.97
H -4.53 5.98 -0.29
C -2.65 3.11 8.36
O -3.80 3.46 8.19
N -2.17 1.80 8.37
C -3.17 0.74 8.14
C -0.75 1.60 8.35
H -1.87 3.89 8.54
H -3.84 1.07 7.30
H -3.77 0.75 9.03
H -2.73 -0.16 7.78
H -0.19 2.48 8.62
H -0.49 0.86 9.10
H -0.34 1.29 7.42
C -0.32 -3.74 -6.60
O 0.08 -4.75 -6.06
N -0.44 -2.53 -6.02
C -0.92 -1.34 -6.59
C 0.30 -2.29 -4.79
H -0.55 -3.77 -7.66
H -1.52 -1.45 -7.48
H -0.12 -0.65 -6.80
H -1.44 -0.79 -5.76
H -0.31 -1.53 -4.30
H 0.44 -3.28 -4.35
H 1.27 -1.80 -4.98
C -1.26 0.07 -0.08
O -1.74 0.08 1.03
N -0.01 -0.40 -0.38
C 0.59 -0.22 -1.65
C 0.81 -0.92 0.70
H -1.78 0.43 -0.99
H 1.37 0.59 -1.64
H -0.17 -0.10 -2.45
H 1.17 -1.09 -1.97
H 1.20 -0.11 1.34
H 0.45 -1.77 1.29
H 1.64 -1.38 0.17
C 5.70 0.90 1.76
O 5.06 1.54 2.55
N 5.43 -0.41 1.54
C 6.39 -1.34 0.87
C 4.38 -1.14 2.37
H 6.53 1.42 1.15
H 6.90 -0.90 0.02
H 5.75 -2.18 0.50
H 7.24 -1.70 1.57
H 3.48 -0.62 2.25
H 4.41 -2.21 2.14
H 4.71 -1.03 3.42
C -2.90 -0.50 4.16
O -4.07 -0.16 4.27
N -2.36 -1.74 4.20
C -3.17 -2.90 4.68
C -0.91 -1.87 4.07
H -2.11 0.22 3.92
H -2.95 -3.12 5.72
H -2.90 -3.78 4.08
H -4.21 -2.68 4.49
H -0.60 -2.89 3.68
H -0.46 -1.20 3.40
H -0.48 -1.83 5.08
*
```

The calculation puts the HOMO-LUMO gap at 9.2 eV. As for the energy above the lowest of the compared OMol25 structures with the same formula, charge and spin: 251.6 kcal/mol. The total energy comes out at -128478.4255 eV. The highest occupied orbital energy comes out at -8.8 eV.